Molecular formula: C3H6N2O2
Method: DFT, wB97M-V/def2-TZVPD

The SMILES is [H]/N=C/OCC(N)=O. Its spin multiplicity is 1. The value obtained for the HOMO energy is -0.34268 hartree. The value obtained for the frontier orbital gap is 10.141 eV.

The geometry in XYZ format:
```
13
C3H6N2O2 | the OMol25 dataset | wB97M-V/def2-TZVPD
H -0.9175 1.5762 -1.0670
H 1.3033 -0.5656 -2.3105
C 0.4523 -0.8923 -0.4928
N 1.3574 -0.3147 -1.3357
O -0.7591 -0.2545 1.5248
N -1.1431 1.2476 -0.1628
H -2.5132 0.6918 1.3113
H 1.1039 0.5085 1.0496
C -1.5326 0.6223 0.8199
C 0.5264 -0.4197 0.9630
H 1.0054 -1.1959 1.5604
O -0.3086 -1.7691 -0.8474
H 1.8380 0.5345 -1.0879
```

What are the Mulliken partial charges on each atom? They are as follows, in elementary charge units: H 0.288; H 0.241; C 0.514; N -0.420; O -0.303; N -0.455; H 0.377; H 0.325; C -0.034; C -0.377; H 0.235; O -0.605; H 0.211


Molecular formula: C3H12N2OS
Method: DFT, wB97M-V/def2-TZVPD

The SMILES is NC[C@@H](N)CS.O. Its spin multiplicity is 1. The value obtained for the HOMO energy is -0.32096 hartree. The value obtained for the frontier orbital gap is 9.492 eV.

The geometry in XYZ format:
```
19
C3H12N2OS | the OMol25 dataset | wB97M-V/def2-TZVPD
S -1.9815 1.3621 -0.8355
H 1.6782 1.2966 1.4482
H -0.2179 -0.4803 2.4974
H 1.9274 -1.6247 1.4861
H -0.8282 -1.4382 1.4188
N -0.7310 -0.4453 1.6200
C -0.4792 1.4975 0.2036
H 0.1423 -0.4529 -0.2986
O -1.8898 -1.5271 -3.7463
H -1.3442 1.4141 -2.0115
C 1.6119 0.3291 0.9898
H 0.1850 2.1426 -0.3622
C 0.1204 0.1545 0.5866
H 2.2141 0.2817 0.0772
N 2.0447 -0.7155 1.9284
H 3.0365 -0.6410 2.0413
H -1.8812 -1.7090 -4.6852
H -2.8044 -1.4848 -3.4454
H -0.8033 2.0407 1.0872
```

What are the Mulliken partial charges on each atom? They are as follows, in elementary charge units: S -0.213; H 0.390; H 0.308; H 0.198; H 0.283; N -0.688; C -1.100; H 0.285; O -0.623; H 0.118; C -0.775; H 0.387; C 0.459; H 0.341; N -0.615; H 0.246; H 0.309; H 0.319; H 0.371


Molecular formula: C56H49N8OS3Tc
Method: DFT, wB97M-V/def2-TZVPD

The charge is +4. Its spin multiplicity is 1. The value obtained for the HOMO energy (alpha / beta) is -0.65112 / -0.65116 hartree. The value obtained for the frontier orbital gap (alpha / beta) is 5.543 / 6.222 eV.

The geometry in XYZ format:
```
118
C56H49N8OS3Tc | the OMol25 dataset | wB97M-V/def2-TZVPD
C -4.3898 -1.1208 -0.8729
C 3.1245 1.1993 5.7938
C 4.8994 1.9696 -0.4156
H 6.3712 3.3404 -1.1400
C 4.9039 -4.0528 0.7852
C -0.0505 -2.3140 -2.7437
H 3.1190 1.7678 7.8519
S 3.1526 0.3658 3.2446
H 3.8323 3.2569 3.1898
C 6.6647 -2.3734 4.0819
N 3.3496 0.9930 1.8360
C -0.1213 4.5745 -1.3356
H -1.8317 -4.3393 2.3635
H 4.6919 0.7093 -4.0600
C 3.9422 0.4885 -2.0696
H -3.2378 -2.4676 6.5501
C -0.0664 -3.2527 -3.7529
C -0.3352 2.2138 5.1482
H 2.8882 0.1631 5.9798
C -0.0032 -0.5567 -4.4139
C 3.5634 -3.8636 1.0900
H 6.2446 2.5279 -3.4641
H 5.3295 -5.0440 0.8180
C 3.7723 3.8454 5.2613
O -0.2269 -2.2317 0.4322
C 3.2527 2.1005 6.8357
C -0.0205 -0.9472 -3.0563
S 0.3063 0.3411 3.2203
H -0.9936 3.6908 6.5459
H 3.2652 -0.3171 -2.3134
C 4.0282 0.9537 -0.7658
C 0.8267 3.0504 3.1934
C 5.3899 -2.8918 4.2522
N -0.4162 0.3226 1.8811
N -0.3614 1.9295 -0.4242
C 0.0926 2.2162 -1.6743
H -0.0022 0.4958 -4.6488
H -0.0350 -2.6158 -1.7088
N 0.2819 1.1817 -2.5086
C -0.6276 4.2812 -0.0703
C 4.7440 1.0614 -3.0424
H -0.0785 -3.5993 -5.8717
H 0.0164 -1.1951 -6.4427
N 1.6162 -0.0368 0.1527
H -0.6421 -5.3459 0.7047
H -0.7265 1.3872 5.7209
H -1.1245 2.7102 1.3144
H -6.3523 -1.8203 -1.2976
H 3.6622 4.1294 7.3789
C -3.0473 -1.1601 4.8672
H 5.8491 0.7512 3.0775
C -0.6153 -3.3108 0.9247
C -4.2658 0.9072 0.4891
N 1.7438 -0.3655 3.4165
C -0.8028 -0.6353 4.2400
H 5.7661 -0.8626 0.0514
H -0.0773 -4.3062 -3.5199
H 7.8328 -0.6630 3.5292
H -0.8127 -2.7541 6.8491
Tc -0.3665 -0.1196 0.0232
C 3.6595 2.9494 4.2085
C -1.3620 -3.3718 2.2172
H 1.9794 -2.4100 1.2615
H -2.1145 -2.5877 2.2570
C 5.6934 2.5416 -1.3980
H 0.1829 -4.4922 -0.5406
H -3.8887 -1.9043 -1.4179
H 0.5830 3.6707 -3.1622
H -6.1330 1.7393 1.0652
C -6.3932 -0.0407 -0.1023
H 4.0298 4.8733 5.0617
C 3.0177 -2.5914 1.0279
H -7.4711 -0.0025 -0.0581
C 3.3209 1.6372 4.4913
C -0.4641 3.5129 5.6215
C 3.8212 -1.5259 0.6561
C 5.7007 -2.9759 0.4235
C 0.7251 4.3383 3.6970
C 0.2385 3.5234 -2.1522
H -2.5268 0.1443 3.2365
C 4.2729 -2.1071 4.0040
H 1.1384 5.1686 3.1479
N -0.3277 -4.4632 0.3327
H -0.0268 5.5932 -1.6794
C -0.7262 2.9643 0.3409
C -0.0107 -1.5048 -5.4100
C -2.5532 -1.9656 5.8848
C 4.4645 -0.8054 3.5790
H 4.9461 2.3009 0.6093
H -4.1106 -1.0542 4.7237
C -5.7610 -1.0660 -0.8034
C -0.0522 -2.8578 -5.0881
C -3.5975 -0.1402 -0.2141
H 5.2631 -3.9083 4.5864
C -0.2950 -1.4517 5.2355
C -2.2364 -0.1781 -0.1787
H 6.7399 -3.1267 0.1755
S 3.0511 0.0956 0.4688
H 0.7728 -1.5421 5.3483
C -2.1683 -0.4865 4.0344
C -1.1860 -2.1214 6.0606
C 5.6181 2.0854 -2.7055
N -0.0112 0.0282 -2.0748
C 5.1586 -1.7015 0.3524
C 6.8403 -1.0649 3.6561
H 1.3106 2.8481 2.2479
H -0.9692 5.0796 0.5703
C 3.5674 3.4255 6.5668
H -0.0425 5.5792 5.2584
C 5.7356 -0.2718 3.4030
C 0.2895 2.0053 3.9276
C 0.0665 4.5686 4.8960
H 3.2737 -2.4909 4.1330
C -5.6365 0.9427 0.5347
H 2.9494 -4.7102 1.3642
H -3.6629 1.6596 0.9712
H -0.6652 -3.1953 3.0355
H 7.5257 -2.9902 4.2842
```

Mulliken atomic charge list, values in e, 99 entries: C -0.485; C -1.161; C -0.006; H 0.510; C -0.913; C 0.566; H 0.526; S 0.273; H 0.503; C -0.658; N -0.029; C -0.583; H 0.654; H 0.508; C -0.438; H 0.471; C -0.759; C -0.775; H 0.349; C -0.503; C -0.533; H 0.464; H 0.497; C -0.706; O 0.441; C -0.814; C -0.010; S 2.010; H 0.551; H 0.596; C 0.087; C 0.298; C -0.939; N 0.080; N 0.991; C -0.048; H 0.527; H -0.340; N -0.776; C -1.246; C -0.895; H 0.475; H 0.462; N 0.310; H 0.257; H 0.680; H 1.136; H 0.458; H 0.496; C -0.589; H 0.394; C 0.428; C -0.146; N 0.259; C 0.261; H 0.625; H 0.438; H 0.522; H 0.561; Tc -0.533; C -0.029; C -0.926; H 0.001; H -0.012; C -0.895; H 0.202; H 0.547; H 0.665; H 0.484; C -0.354; H 0.526; C 0.207; H 0.468; C 0.942; C -0.995; C -0.126; C -1.008; C -0.931; C -0.820; H 0.509; C 0.276; H 0.648; N -0.288; H 0.505; C -0.698; C -0.807; C -0.839; C 0.608; H 0.380; H 0.520; C -0.776; C -0.513; C 0.262; H 0.529; C -0.542; C 0.941; H 0.533; S 1.467; H 0.355


Molecular formula: C27H42MnN2O2Si4
Method: DFT, wB97M-V/def2-TZVPD

Its spin multiplicity is 6. The value obtained for the HOMO energy (alpha / beta) is -0.24251 / -0.26108 hartree. The value obtained for the frontier orbital gap (alpha / beta) is 6.047 / 6.467 eV.

The geometry in XYZ format:
```
78
C27H42MnN2O2Si4 | the OMol25 dataset | wB97M-V/def2-TZVPD
H 0.6414 -3.5111 0.8143
H 0.0442 3.4153 0.1617
H -1.9327 -2.6639 -1.4798
H -2.5311 5.1187 -4.0329
H 4.2056 -0.4393 2.0897
H -2.7380 -0.6279 6.0133
C 1.5316 0.8974 -3.2275
C -2.1332 0.8941 3.0717
C -2.4009 3.0731 -3.4469
H -3.2501 0.6741 -4.6794
C -2.3555 0.2881 -4.1908
Si 1.0888 -0.0440 0.0663
H 1.1507 -2.3021 -3.7763
H 0.3181 -1.6797 3.2646
C -2.3716 2.1184 -2.4007
C -2.2936 0.7144 -2.7429
H 2.4111 3.3361 2.6356
C 0.7937 -2.0116 -2.7840
C 3.6222 -1.0769 -2.2212
Si 1.8088 -0.5790 -2.0833
H 1.0645 2.2035 2.8274
H 4.3726 -2.1865 2.2926
H -2.7183 4.3084 0.1817
H 0.5115 1.2809 -3.1310
H 1.6990 0.6247 -4.2736
C -2.2538 -3.8349 2.1193
C -2.2224 -2.4932 1.7626
C 1.7197 -3.3489 0.9017
H -2.7595 5.9160 -1.6811
C -2.5248 4.4136 -3.2136
C -2.6504 4.8572 -1.8840
H -2.1866 -5.8463 1.3853
C -2.2974 -1.3845 2.7559
H -1.9826 1.8543 2.5919
H 0.8463 -2.8896 -2.1347
C -2.0657 -4.3971 -0.1960
H 4.2676 3.1477 0.2402
C -2.0295 -3.0405 -0.4695
H 4.2789 -0.3067 -1.8116
C 3.8461 2.1812 -0.0500
H -1.4869 0.6607 -4.7365
C 2.0665 2.3238 2.4068
C -2.5591 -0.4916 4.9551
H -2.3267 -4.1315 3.1551
C -2.1730 -4.7960 1.1263
N -2.1030 -0.1597 2.2623
N -2.1013 -2.1158 0.4850
H 1.5130 4.3748 -0.0825
C 3.9520 -1.4076 1.6504
H -1.9965 -5.1150 -1.0005
H 4.4425 -1.4657 0.6767
O -2.4166 1.8063 -0.0097
C -2.4645 2.5728 -1.0446
O -2.1784 -0.2012 -1.9080
H 3.8145 -2.0027 -1.6729
C 1.3856 -1.4488 3.2439
Si 2.0636 2.0181 0.5419
Mn -1.4441 0.0243 0.1001
H 3.9087 2.1031 -1.1381
H 1.5116 -0.4362 3.6343
H 1.8924 -2.1392 3.9246
H 2.1192 -4.0937 1.5960
H -2.3135 2.7315 -4.4693
Si 2.0832 -1.5915 1.4934
H 4.4742 1.3947 0.3746
H -2.3575 1.6535 5.0628
H 3.9012 -1.2431 -3.2657
H -2.3568 -0.7979 -4.2294
H 2.2086 1.7196 -2.9836
C -2.5399 -1.5864 4.1081
H -0.2548 -1.7167 -2.8698
C 1.0553 3.3959 -0.2518
H -2.7110 -2.5775 4.5014
H 2.1615 -3.5346 -0.0804
H 2.7285 1.6217 2.9198
H 0.9576 3.2498 -1.3307
C -2.6306 3.9729 -0.8439
C -2.3500 0.7752 4.4336
```

What are the Mulliken partial charges on each atom? They are as follows, in elementary charge units: H 0.001; H -0.017; H 0.428; H 0.408; H 0.249; H 0.437; C -0.693; C -0.414; C -0.974; H 0.522; C -1.756; Si 0.727; H 0.446; H 0.016; C 0.642; C 1.146; H 0.412; C -0.678; C -1.070; Si -0.042; H 0.207; H 0.396; H 0.432; H -0.062; H 0.403; C -0.718; C 0.864; C -0.766; H 0.389; C -0.875; C -0.438; H 0.415; C 0.051; H 0.513; H 0.205; C -0.862; H 0.398; C -0.094; H 0.282; C -1.000; H 0.356; C -1.055; C -0.608; H 0.338; C -0.665; N 0.546; N 0.079; H 0.452; C -1.094; H 0.458; H 0.271; O -1.066; C 0.114; O -0.450; H 0.262; C -0.750; Si 0.100; Mn 0.875; H 0.260; H 0.211; H 0.441; H 0.425; H 0.341; Si 0.439; H 0.257; H 0.455; H 0.388; H 0.351; H 0.272; C -0.476; H -0.169; C -0.768; H 0.360; H 0.240; H 0.245; H 0.229; C -0.400; C -0.792


Molecular formula: C3H5N
Method: DFT, wB97M-V/def2-TZVPD

The SMILES is CCC#N. Its spin multiplicity is 1. The value obtained for the HOMO energy is -0.37926 hartree. The value obtained for the frontier orbital gap is 11.055 eV.

The geometry in XYZ format:
```
9
C3H5N | the OMol25 dataset | wB97M-V/def2-TZVPD
H 0.8138 -0.7888 0.4290
H 0.8977 0.9058 -0.4277
H -0.9044 -1.5320 0.4327
N -1.3432 -0.2722 -2.0064
H 1.3343 0.5610 1.2024
C -0.8379 -0.5030 -1.0142
C -0.1695 -0.7808 0.0986
C 0.3970 0.7409 0.5573
H -0.1878 1.6691 0.7284
```

What are the Mulliken partial charges on each atom? They are as follows, in elementary charge units: H 0.305; H 0.309; H 0.257; N -0.412; H 0.275; C 0.413; C -0.525; C -0.929; H 0.308


Molecular formula: C13H31AlO11P2
Method: DFT, wB97M-V/def2-TZVPD

The charge is +2. Its spin multiplicity is 1. The value obtained for the HOMO energy is -0.49828 hartree. The value obtained for the frontier orbital gap is 1.002 eV.

The geometry in XYZ format:
```
58
C13H31AlO11P2 | the OMol25 dataset | wB97M-V/def2-TZVPD
C 3.8427 -1.2849 1.4776
C 5.0853 -1.0767 5.6203
O 3.6461 -1.9185 2.6890
H 4.5788 0.6527 6.8239
H -4.4191 -1.0248 -3.6033
H 0.7939 -4.8768 5.3365
H -4.1551 -3.4975 -3.9133
H 3.7036 -0.9090 7.1581
H 6.1599 -1.0874 5.4382
H 1.9521 -4.1876 6.4841
H -5.2971 -1.7223 -4.9844
C 5.2720 -0.8450 1.2368
O 1.7915 6.1539 7.1531
C 1.6601 -3.0420 4.4955
C 0.9125 6.1817 8.0905
H 2.1830 6.0590 9.0729
C -3.5588 -2.7752 -4.4709
O -2.7322 1.3837 -3.8349
C -0.7841 0.9570 -7.7335
H 2.0555 -3.7612 3.7782
C -5.6736 1.5008 -6.5461
H 3.4612 -2.0590 0.8118
C -7.0839 1.1015 -6.0691
O 1.3537 6.4978 9.2760
O -0.2796 6.0541 7.7606
H -3.4479 -3.2148 -5.4621
Al -1.7895 5.5621 2.0475
H 0.2847 0.7718 -7.6267
C 1.2650 -3.9527 5.6712
H -7.6430 0.7045 -6.9164
P 3.1644 -1.0366 3.9147
O -2.6192 1.6431 -6.3826
H 5.4864 -0.6559 7.5933
H 4.9909 -2.1589 5.7101
H -5.1355 0.7280 -7.0951
O -3.4874 -0.5755 -5.4265
C 4.6547 -0.4298 6.9261
H -1.3530 0.0455 -7.9170
C -4.3108 -1.4869 -4.5845
H 0.8040 -2.5969 3.9884
H -1.0726 2.9008 -6.8508
C -1.1888 1.8677 -6.5233
H 0.5499 -3.4381 6.3129
H 5.8361 -1.6149 1.7632
H -0.7149 1.6922 -5.5575
H -0.9214 1.5150 -8.6597
H 5.4889 0.0995 1.7356
H -5.7986 2.3991 -7.1507
H -7.6445 1.9521 -5.6813
H 5.4530 -0.7532 0.1658
O -4.9204 1.6739 -5.4193
O 2.3148 0.0956 3.3777
H -6.9840 0.2872 -5.3514
O 2.5885 -2.0671 5.0153
O 4.5677 -0.4025 4.5596
H 3.2087 -0.4353 1.2241
H -2.6881 -2.5919 -3.8412
P -3.4067 0.9986 -5.1072
```

What are the Mulliken partial charges on each atom? They are as follows, in elementary charge units: C -0.356; C -0.302; O -0.272; H 0.274; H 0.383; H 0.364; H 0.412; H 0.268; H 0.492; H 0.345; H 0.203; C -1.057; O -0.285; C -0.129; C 0.814; H 0.351; C -1.361; O -0.734; C -0.999; H 0.262; C -0.126; H 0.378; C -1.132; O -0.294; O -0.254; H 0.341; Al 1.000; H 0.332; C -1.303; H 0.365; P 0.895; O -0.234; H 0.349; H 0.319; H 0.324; O -0.169; C -0.976; H 0.305; C -0.082; H 0.371; H 0.262; C -0.283; H 0.331; H 0.280; H 0.351; H 0.328; H 0.260; H 0.306; H 0.315; H 0.399; O -0.305; O -0.705; H 0.269; O -0.137; O -0.289; H 0.335; H 0.331; P 0.870